Below is a structure of composition C12H14BBeN9 at a distorted geometry, with properties calculated with ωB97M-V with the def2-TZVPD basis set.

ORCA input file:
```
! RIJCOSX wB97M-V def2-TZVPD def2/J DEFGRID3
* xyz 2 1
C 3.00229 0.21799 0.39502
N 1.76437 0.23198 -0.11730
N 1.89943 0.02548 -1.47784
C 3.19459 -0.10246 -1.80092
C 3.95135 0.02605 -0.62747
B 0.65249 0.15869 -2.35759
N -0.33382 -0.98355 -1.98918
N -0.87910 -1.01936 -0.71712
C -1.79959 -1.98281 -0.74122
C -1.85685 -2.59792 -2.02455
C -0.89220 -1.92539 -2.77820
Be 0.26535 0.51157 0.55598
N -0.02582 1.46095 -1.85750
N -0.34441 1.65022 -0.50946
C -0.97649 2.83007 -0.41898
C -1.03846 3.43064 -1.69220
C -0.42540 2.52294 -2.57182
H -1.38438 3.13984 0.55045
H -0.22775 2.52986 -3.62884
H -1.46612 4.39082 -1.94628
H 0.87772 0.15922 -3.51589
H -0.57171 -2.03076 -3.81527
H 3.48101 -0.23143 -2.84996
H -2.50634 -3.39022 -2.35396
H 5.03082 0.01422 -0.54231
H -2.39972 -2.21062 0.13823
H 3.14344 0.32526 1.46494
H -2.14515 -0.82119 2.20585
C -2.19445 -1.60600 2.97180
H -3.00568 -2.31167 2.71986
H -1.22483 -2.12589 3.00669
H -2.38302 -1.13899 3.95159
N 0.26146 0.53265 2.16500
C 0.24031 0.46967 3.34461
N 0.20460 0.68469 4.59653
C 0.09613 -0.13019 5.62196
N 0.01592 -0.70437 6.64534
*
```

The energy is -27143.9782 eV. For the HOMO-LUMO gap (alpha / beta), the calculation gives 4.528 / 4.507 eV. The value obtained for the largest force on an atom is 3.18 eV/Å. For the LUMO energy (alpha / beta), the calculation gives -0.40249 / -0.40494 Ha. The value obtained for the highest occupied orbital energy (alpha / beta) is -15.48 / -15.53 eV.